i:
{"formula": "CH3N3O3", "method": "wB97M-V/def2-TZVPD", "homo_lumo_gap_ev": 10.79, "lumo_energy_ev": -0.111, "smiles": "NN(C=O)[N+](=O)[O-]", "charge": 0, "elements": ["N", "N", "C", "O", "N", "O", "O", "H", "H", "H"], "xyz": [[-0.491, 1.296, 0.189], [0.121, 0.083, 0.055], [-0.184, -0.955, 0.839], [-1.017, -0.899, 1.684], [0.770, -0.173, -1.271], [1.070, -1.322, -1.520], [0.989, 0.776, -1.957], [-1.511, 1.163, 0.322], [-0.088, 1.861, 0.932], [0.342, -1.831, 0.728]], "nbo_charge": [-0.622, -0.200, 0.500, -0.554, 0.642, -0.373, -0.308, 0.383, 0.379, 0.155]}

***

ii:
{"formula": "CH3N3O3", "method": "wB97M-V/def2-TZVPD", "homo_lumo_gap_ev": [7.97, 9.67], "lumo_energy_ev": [-0.737, -0.406], "charge": 0, "elements": ["C", "N", "N", "N", "O", "O", "O", "H", "H", "H"], "xyz": [[-1.008, -0.175, -1.276], [0.671, 0.354, 1.738], [1.327, 0.289, -1.432], [1.732, 0.253, 1.316], [-0.896, -1.355, -1.088], [2.861, 0.246, 1.526], [0.020, 0.706, -1.463], [-2.058, 0.452, -1.336], [0.294, 0.701, 2.644], [1.152, -0.765, -1.348]], "nbo_charge": [0.635, -0.446, -0.156, 0.413, -0.558, -0.305, -0.385, 0.143, 0.362, 0.298]}

***

The winner here is i, beating the second structure by 2.831 eV.

***

i:
{"formula": "C4H4N4", "method": "wB97M-V/def2-TZVPD", "homo_lumo_gap_ev": 8.90, "lumo_energy_ev": -0.512, "charge": 0, "elements": ["C", "C", "C", "C", "H", "H", "H", "H", "N", "N", "N", "N"], "xyz": [[-0.275, 0.665, 1.500], [0.568, 0.534, -0.343], [-0.614, -1.468, -1.436], [-0.437, -0.059, 0.173], [-0.979, 1.701, 2.174], [-0.034, -0.484, 2.258], [1.195, 2.121, 0.607], [-0.859, -2.383, -2.164], [0.994, 1.120, 0.834], [1.232, 0.092, -1.396], [0.491, -0.936, -1.899], [-1.282, -0.904, -0.307]], "nbo_charge": [-0.226, 0.229, 0.156, 0.129, 0.252, 0.222, 0.387, 0.236, -0.598, -0.149, -0.285, -0.351]}

***

ii:
{"formula": "C4H4N4", "method": "wB97M-V/def2-TZVPD", "homo_lumo_gap_ev": 8.21, "lumo_energy_ev": -1.177, "smiles": "[H]/N=c1\\ccnncn1", "charge": 0, "elements": ["H", "N", "C", "C", "C", "N", "N", "C", "N", "H", "H", "H"], "xyz": [[-0.932, -1.972, 1.969], [-1.280, -1.781, 1.099], [-0.777, -0.768, 0.618], [0.207, 0.214, 1.263], [1.295, 0.675, 0.730], [1.630, 0.613, -0.599], [0.855, 0.692, -1.618], [-0.573, 0.514, -1.319], [-1.291, -0.134, -0.478], [0.109, 0.445, 2.262], [1.944, 1.252, 1.234], [-1.432, 0.732, -2.035]], "nbo_charge": [0.338, -0.581, 0.362, -0.202, -0.079, -0.121, -0.146, 0.187, -0.409, 0.214, 0.216, 0.220]}

***

The winner here is ii, beating the second structure by 2.033 eV.